Below is the ion C2H8N3O with charge +1 in a non-equilibrium geometry, with properties calculated with the ωB97M-V functional and the def2-TZVPD basis.

- Kohn-Sham gap (hartree) = 0.400
- total charge = +1
- structure (SMILES) = NN[C@]1([NH3+])CO1
- energy above the lowest of the compared OMol25 structures with the same formula, charge and spin (eV) = 4.719
- highest occupied orbital energy (eV) = -14.06
- DFT total energy (eV) = -8711.757

Bonds (Å) are listed after each position.
Element x y z (Å)
1 O -0.22 1.35 -0.46  C5 1.463, C12 1.362
2 H 2.50 -0.83 0.76  N14 1.016
3 H -0.75 0.53 -2.45  C5 1.107
4 H 1.02 -1.60 -0.99  N6 1.061
5 C -1.07 0.59 -1.39  O1 1.463, H3 1.107, H10 1.178, C12 1.441
6 N 0.81 -0.75 -0.39  H4 1.061, C12 1.346, N14 1.459
7 H -1.84 -0.59 1.28  N9 1.058
8 H 2.14 0.61 0.23  N14 0.969
9 N -0.90 -0.12 1.20  H7 1.058, H11 0.980, C12 1.638, H13 1.072
10 H -2.21 0.66 -1.11  C5 1.178
11 H -0.90 0.85 1.37  N9 0.980
12 C -0.30 0.00 -0.33  O1 1.362, C5 1.441, N6 1.346, N9 1.638
13 H -0.03 -0.51 1.69  N9 1.072
14 N 1.73 -0.19 0.60  H2 1.016, N6 1.459, H8 0.969